The following is a DFT calculation (ωB97M-V with the def2-TZVPD basis set) of an isolated molecule of C26H31N5O5S3 in a non-equilibrium geometry.

Properties
E_HOMO = -7.753 eV
HOMO-LUMO gap = 7.98 eV
Molar mass = 589.77 g mol⁻¹
SMILES string = COc1ccc(NS(=O)(=O)c2ccc(N3CCCC3)c(NC(=S)Nc3cccc(S(=O)(=O)N(C)C)c3)c2)cc1
E_tot = -77658.2840 eV

The geometry in XYZ format:
```
70
Properties=species:S:1:pos:R:3:forces:R:3:nbo_charge:R:1
C -8.3802 -0.6131 -0.3480 -0.12 -0.14 -0.02 -0.251
O -7.4882 0.4659 -0.2204 0.29 0.20 0.06 -0.497
C -6.1736 0.1916 0.0431 0.07 0.07 0.00 0.280
C -5.3414 1.2994 0.2042 -0.21 -0.16 -0.05 -0.240
C -4.0001 1.1354 0.4742 0.16 -0.13 0.00 -0.238
C -3.4521 -0.1431 0.5777 -0.64 -0.34 -0.10 0.113
N -2.0853 -0.3005 0.7895 0.68 -0.42 0.55 -0.887
S -1.4400 -1.6924 1.4751 0.03 0.54 -0.02 2.319
O -1.4857 -2.7377 0.4904 0.12 -0.03 -0.12 -0.952
O -2.0650 -1.9529 2.7396 0.14 0.15 0.10 -0.926
C 0.2324 -1.1402 1.6594 -0.57 -0.11 -0.16 -0.402
C 0.5386 -0.0877 2.5011 0.09 -0.06 0.10 -0.146
C 1.8045 0.4510 2.4839 -0.03 -0.04 0.02 -0.267
C 2.7953 0.0059 1.5865 -0.29 -0.39 -0.02 0.219
N 4.0011 0.6374 1.5352 0.09 0.10 0.08 -0.416
C 4.8917 0.6474 0.3797 0.32 0.01 -0.52 -0.205
C 5.5152 2.0412 0.3860 0.01 -0.15 0.13 -0.408
C 5.5917 2.3426 1.8763 -0.15 -0.02 -0.05 -0.407
C 4.2451 1.8162 2.3569 0.05 0.17 0.31 -0.216
C 2.4783 -1.1355 0.8011 -0.47 -0.07 0.37 0.125
N 3.4495 -1.7259 -0.0340 -0.07 0.13 0.10 -0.618
C 3.3324 -2.3449 -1.2305 0.29 -0.12 -0.12 0.290
S 4.5952 -3.2780 -1.7606 0.46 -0.38 -0.18 -0.257
N 2.2377 -2.2373 -2.0383 -0.01 -0.28 0.09 -0.604
C 1.1630 -1.3594 -2.0146 -0.59 0.66 -0.07 0.131
C -0.0766 -1.7777 -2.5035 0.32 0.08 0.14 -0.154
C -1.1811 -0.9541 -2.4150 -0.02 0.28 -0.01 -0.189
C -1.0832 0.2929 -1.8139 -0.10 -0.03 -0.26 -0.215
C 0.1558 0.7174 -1.3763 0.19 0.51 0.24 -0.271
S 0.3408 2.2372 -0.4475 0.14 0.35 -0.19 2.327
O 1.7214 2.3768 -0.0798 0.08 -0.09 -0.34 -0.953
O -0.6316 2.2280 0.6126 -0.39 0.11 -0.16 -0.966
N -0.0193 3.5205 -1.4474 0.21 -0.80 0.79 -0.655
C -1.4132 3.7623 -1.7262 -0.43 -0.02 0.05 -0.424
C 0.8715 3.6392 -2.5750 0.40 -0.02 -0.27 -0.430
C 1.2806 -0.0670 -1.5075 0.19 -0.10 -0.31 -0.246
C 1.2091 -1.6896 0.8566 0.16 -0.07 0.21 -0.184
C -4.2792 -1.2464 0.4172 0.08 0.20 0.00 -0.180
C -5.6294 -1.0822 0.1564 -0.31 0.09 -0.04 -0.301
H -8.4200 -1.2134 0.5667 0.01 0.01 -0.03 0.176
H -8.1161 -1.2575 -1.1932 0.00 0.01 0.04 0.173
H -9.3575 -0.1675 -0.5284 0.05 -0.09 0.01 0.199
H -5.7749 2.2838 0.1223 -0.04 0.12 0.00 0.224
H -3.3586 1.9931 0.6169 0.04 0.14 0.03 0.216
H -1.5908 0.5583 1.0005 0.22 -0.07 0.08 0.446
H -0.2183 0.3034 3.1613 -0.07 0.15 0.13 0.238
H 2.0139 1.2740 3.1426 0.04 0.13 0.05 0.228
H 5.6785 -0.1075 0.5008 -0.06 0.02 -0.18 0.186
H 4.3558 0.4583 -0.5495 0.09 -0.04 0.07 0.209
H 4.8405 2.7474 -0.0983 0.00 0.03 -0.06 0.210
H 6.4813 2.0635 -0.1134 -0.01 0.00 -0.06 0.220
H 6.4090 1.7843 2.3347 0.03 0.00 0.04 0.204
H 5.7205 3.3999 2.0944 0.01 0.02 0.07 0.221
H 3.4667 2.5671 2.1752 -0.02 0.00 0.10 0.199
H 4.2544 1.5456 3.4155 -0.08 0.10 -0.01 0.204
H 4.3561 -1.8848 0.3863 -0.10 -0.06 -0.20 0.429
H 2.2210 -2.9481 -2.7594 0.18 0.17 0.14 0.430
H -0.1749 -2.7688 -2.9194 -0.02 -0.15 -0.02 0.217
H -2.1367 -1.3000 -2.7747 -0.11 -0.05 -0.01 0.229
H -1.9555 0.9083 -1.6758 -0.20 0.04 0.03 0.233
H -1.9748 3.5052 -0.8323 -0.21 0.11 -0.09 0.234
H -1.7755 3.1729 -2.5765 -0.01 0.02 -0.01 0.184
H -1.5549 4.8216 -1.9447 0.01 -0.04 0.00 0.212
H 0.6073 2.9485 -3.3858 -0.01 0.03 -0.01 0.187
H 0.8402 4.6609 -2.9530 0.00 -0.01 0.02 0.214
H 1.8751 3.4175 -2.2213 0.11 0.10 -0.22 0.234
H 2.2232 0.3375 -1.1830 0.14 -0.07 0.01 0.245
H 0.9552 -2.5606 0.2748 0.07 -0.09 -0.16 0.251
H -3.8562 -2.2333 0.5044 -0.09 -0.17 -0.05 0.228
H -6.2439 -1.9614 0.0457 -0.08 -0.06 -0.02 0.220
```
Positions in Å, forces in eV/Å.

The following is a DFT calculation (ωB97M-V with the def2-TZVPD basis set) of a structure of composition C26H31N6S3SiV in a non-equilibrium geometry.

Properties
E_HOMO (alpha / beta) = -13.302 / -13.328 eV
HOMO-LUMO gap (alpha / beta) = 5.88 / 6.00 eV
Molar mass = 602.81 g mol⁻¹
Charge = +2
E_tot = -102466.6148 eV

The geometry in XYZ format:
```
68
Properties=species:S:1:pos:R:3:forces:R:3:nbo_charge:R:1
V -0.1821 -1.4806 0.0404 0.49 1.35 -1.05 0.806
C -0.3591 -1.3001 4.3972 -0.04 -0.04 -0.04 -0.657
C 0.7355 -1.6558 3.4391 -0.03 -0.20 0.23 0.262
C 1.7955 -2.4699 3.8306 -0.07 0.12 -0.10 -0.198
C 2.7772 -2.8149 2.9110 -0.02 0.01 0.01 -0.120
C 2.7114 -2.3126 1.6275 -0.08 0.11 -0.21 -0.226
C 1.6598 -1.4438 1.3206 0.80 -0.33 1.50 0.275
N 0.6851 -1.1488 2.2036 0.03 0.10 -0.58 -0.458
N 1.4804 -0.8436 0.0796 0.21 -0.04 -0.67 -0.714
Si 2.8182 0.1664 -0.5974 0.40 0.66 -0.38 1.793
C 4.2810 -0.8956 -1.1029 -0.30 0.10 0.22 -1.137
C 3.2038 1.3166 0.8391 0.08 -0.30 -0.23 -1.139
C 2.1633 1.0930 -2.0976 0.09 -0.19 0.22 -1.133
H 0.0511 -1.1385 5.3928 -0.02 0.01 0.01 0.249
H -1.0806 -2.1167 4.4751 -0.01 0.01 0.00 0.241
H -0.8783 -0.4005 4.0752 0.01 0.01 0.00 0.236
H 1.8410 -2.8233 4.8516 0.02 -0.02 -0.01 0.247
H 3.5882 -3.4725 3.1944 -0.01 0.00 0.01 0.250
H 3.4326 -2.5836 0.8705 0.04 0.03 0.01 0.250
H 4.9263 -1.1421 -0.2589 -0.01 -0.02 -0.01 0.253
H 4.8820 -0.3244 -1.8140 -0.01 0.03 0.00 0.270
H 3.9818 -1.8203 -1.5997 -0.03 0.02 -0.02 0.257
H 3.7493 0.7940 1.6283 0.01 0.00 -0.02 0.255
H 2.2919 1.7186 1.2765 -0.09 0.02 0.00 0.251
H 3.8294 2.1471 0.5036 0.01 -0.02 -0.02 0.259
H 2.3375 0.5178 -3.0077 -0.02 -0.01 0.01 0.263
H 2.7118 2.0338 -2.1958 0.01 -0.01 0.03 0.254
H 1.0974 1.3109 -2.0434 0.01 -0.03 0.03 0.230
C -2.7304 -1.6847 1.8030 0.06 0.00 -0.03 -0.686
C -3.0837 -1.7525 0.3499 -0.15 -0.03 -0.04 0.320
C -4.4327 -1.8273 -0.0390 -0.06 -0.03 -0.07 -0.253
C -4.7756 -1.8743 -1.3616 0.04 -0.01 0.05 -0.050
C -3.7647 -1.8537 -2.3446 0.23 -0.01 0.20 -0.117
C -4.0094 -1.8909 -3.7335 0.00 -0.02 -0.11 -0.137
C -2.9662 -1.8685 -4.6208 -0.11 -0.01 -0.07 -0.189
C -1.6390 -1.8183 -4.1668 0.11 0.00 0.21 -0.156
C -1.3738 -1.7790 -2.8164 -0.02 -0.02 0.00 -0.232
S 0.2479 -1.6972 -2.1743 -0.05 0.13 0.60 0.266
C -2.4311 -1.7872 -1.8881 -0.16 -0.07 -0.39 0.241
N -2.1124 -1.7326 -0.5635 -0.93 0.17 -0.15 -0.467
H -3.6292 -1.7018 2.4135 -0.01 0.02 0.01 0.258
H -2.1822 -0.7651 2.0236 0.00 -0.02 0.01 0.259
H -2.1094 -2.5354 2.0882 0.00 -0.01 0.01 0.249
H -5.1929 -1.8382 0.7287 0.02 -0.02 0.02 0.247
H -5.8160 -1.9313 -1.6569 0.00 0.02 -0.02 0.246
H -5.0317 -1.9403 -4.0853 0.00 0.00 0.00 0.239
H -3.1551 -1.8938 -5.6852 -0.03 -0.02 0.01 0.246
H -0.8187 -1.8151 -4.8730 -0.02 0.00 -0.03 0.242
C -0.4346 5.1495 -2.4642 -0.02 -0.03 -0.12 -0.672
C -0.2339 4.3917 -1.2012 0.01 0.05 0.08 0.343
C 0.3680 4.8907 -0.0738 0.00 -0.06 0.10 -0.312
C 0.4919 4.0623 1.0497 -0.03 0.02 -0.28 0.363
N 0.0829 2.7875 1.0240 0.09 -0.10 0.15 -0.477
C -0.4852 2.3109 -0.0607 0.30 0.23 0.19 0.327
S -1.1964 0.7507 -0.1857 -0.81 -0.20 -0.19 -0.080
N -0.6596 3.1085 -1.1553 0.07 0.06 0.20 -0.509
C 1.0869 4.5573 2.3166 0.06 0.01 0.09 -0.669
H -0.2839 6.2131 -2.3046 -0.02 0.00 0.01 0.262
H -1.4349 4.9860 -2.8672 -0.01 0.03 0.02 0.250
H 0.2853 4.8118 -3.2139 0.00 0.00 0.01 0.261
H 0.7208 5.9110 -0.0494 -0.03 0.01 -0.03 0.257
H -1.1522 2.7104 -1.9456 0.03 -0.04 -0.05 0.446
H 1.1119 5.6435 2.3500 0.01 0.00 0.02 0.243
H 2.1107 4.1841 2.4094 0.00 -0.01 -0.04 0.261
H 0.5288 4.1651 3.1651 -0.02 0.01 -0.01 0.260
S -0.0508 -5.9509 0.6172 0.00 0.27 -0.02 0.231
C -0.1515 -4.4039 0.5154 -0.04 -0.34 0.07 0.209
N -0.2291 -3.2025 0.4371 -0.01 -1.39 0.67 -0.639
```
Positions in Å, forces in eV/Å.